[1]
{
  "formula": "C4H10NO2",
  "method": "ωB97M-V with the def2-TZVPD basis set",
  "total_energy_ev": -9889.52077,
  "s2": 0.755,
  "relative_energy_kcal_mol": 97.3,
  "multiplicity": 2,
  "homo_energy_ev": [-8.50, -8.50],
  "symbols": ["C", "C", "C", "O", "N", "C", "O", "H", "H", "H", "H", "H", "H", "H", "H", "H", "H"],
  "coordinates": [[-0.010, -0.331, -0.216], [1.170, -0.629, 0.553], [2.385, 0.030, -0.337], [3.058, -0.797, -1.157], [-1.328, -0.451, 0.397], [-2.392, 1.041, -0.051], [-3.618, 0.757, 0.151], [0.125, 0.750, -0.745], [0.070, -0.898, -1.155], [1.051, 0.125, 1.384], [1.437, -1.751, 0.734], [2.171, 0.918, -0.847], [3.038, 0.191, 0.559], [-1.314, -0.889, 1.231], [-2.004, -1.094, 0.086], [-1.778, 1.823, 0.541], [-2.062, 1.205, -1.129]]
}

[2]
{
  "formula": "C4H10NO2",
  "method": "ωB97M-V with the def2-TZVPD basis set",
  "smiles": "[NH3+]CCCC(=O)O",
  "total_energy_ev": -9887.60426,
  "relative_energy_kcal_mol": 45.7,
  "total_charge": 1,
  "multiplicity": 1,
  "homo_energy_ev": -15.20,
  "symbols": ["N", "C", "C", "C", "C", "O", "O", "H", "H", "H", "H", "H", "H", "H", "H", "H", "H"],
  "coordinates": [[1.634, -0.689, -0.434], [0.970, -0.617, 0.783], [0.246, 0.780, 0.988], [-1.057, 1.063, 0.286], [-1.415, 0.050, -0.842], [-0.433, -0.210, -1.664], [-2.590, -0.476, -0.973], [2.013, -1.641, -0.665], [2.300, 0.145, -0.475], [0.899, -0.373, -1.247], [0.176, -1.498, 0.752], [1.672, -0.950, 1.591], [-0.124, 0.601, 2.064], [1.196, 1.478, 0.977], [-1.899, 0.996, 0.942], [-0.808, 2.046, -0.163], [-2.780, -0.705, -1.922]]
}

[3]
{
  "formula": "C4H10NO2",
  "method": "ωB97M-V with the def2-TZVPD basis set",
  "smiles": "CC[NH2+]CC(=O)O",
  "total_energy_ev": -9887.97429,
  "relative_energy_kcal_mol": 37.2,
  "total_charge": 1,
  "multiplicity": 1,
  "homo_energy_ev": -15.35,
  "symbols": ["C", "C", "N", "C", "C", "O", "O", "H", "H", "H", "H", "H", "H", "H", "H", "H", "H"],
  "coordinates": [[-1.987, -0.981, -1.044], [-0.567, -0.849, -0.473], [-0.332, -0.068, 0.837], [1.120, 0.150, 1.051], [1.854, 1.421, 0.341], [2.798, 1.873, 0.870], [1.130, 1.693, -0.787], [-2.099, -1.035, -2.126], [-2.511, -1.903, -0.693], [-2.548, -0.090, -0.770], [0.059, -0.405, -1.273], [-0.191, -1.854, -0.120], [-0.797, 0.847, 0.842], [-0.601, -0.744, 1.621], [1.271, 0.282, 2.127], [1.709, -0.717, 0.794], [1.692, 2.380, -1.195]]
}

[4]
{
  "formula": "C4H10NO2S",
  "method": "ωB97M-V with the def2-TZVPD basis set",
  "total_energy_ev": -20718.20252,
  "relative_energy_kcal_mol": 134.0,
  "total_charge": 1,
  "multiplicity": 1,
  "homo_energy_ev": [-13.76, -13.76],
  "symbols": ["C", "C", "C", "C", "N", "O", "O", "S", "H", "H", "H", "H", "H", "H", "H", "H", "H", "H"],
  "coordinates": [[1.165, 0.760, 0.114], [-0.431, -1.218, 1.283], [-1.503, 1.004, 0.545], [-0.926, -0.363, 0.176], [-1.202, -0.832, -1.031], [3.884, 1.274, -0.723], [2.343, -0.119, -1.990], [2.631, 0.593, -0.566], [1.400, 1.000, 1.217], [-0.833, -2.258, 1.157], [0.618, -1.217, 1.153], [-0.721, -0.724, 2.134], [-0.935, 1.755, 1.110], [-2.495, 0.840, 1.159], [-1.914, 1.495, -0.219], [1.489, 0.008, -2.457], [-1.392, -0.175, -1.789], [-1.178, -1.823, -1.272]]
}

[5]
{
  "formula": "C4H10NO3",
  "method": "ωB97M-V with the def2-TZVPD basis set",
  "smiles": "C/C=C(/O)O[C@@H]([NH3+])O",
  "total_energy_ev": -11932.89810,
  "relative_energy_kcal_mol": 85.6,
  "total_charge": 1,
  "multiplicity": 1,
  "homo_energy_ev": -12.29,
  "symbols": ["C", "C", "C", "O", "O", "C", "N", "O", "H", "H", "H", "H", "H", "H", "H", "H", "H", "H"],
  "coordinates": [[-2.357, 1.337, 0.025], [-2.067, -0.131, 0.081], [-0.793, -0.533, 0.250], [-0.425, -1.845, 0.184], [0.343, 0.406, 0.167], [1.842, 0.340, 0.479], [2.175, -1.084, -0.222], [2.310, 1.386, -0.080], [-3.105, 1.508, 0.706], [-2.910, 1.655, -0.852], [-1.368, 1.977, 0.018], [-2.940, -0.734, -0.025], [-1.187, -2.282, -0.287], [1.855, 0.405, 1.599], [2.817, -1.548, 0.434], [2.443, -1.132, -1.205], [1.276, -1.525, -0.366], [2.091, 1.802, -0.907]]
}

[6]
{
  "formula": "C4H10NO3PS",
  "method": "ωB97M-V with the def2-TZVPD basis set",
  "smiles": "CO[P@H](=N)OC(C)=O.C=S",
  "total_energy_ev": -32065.22989,
  "relative_energy_kcal_mol": 56.0,
  "multiplicity": 1,
  "homo_energy_ev": -8.71,
  "symbols": ["C", "O", "P", "N", "O", "C", "C", "O", "H", "H", "H", "H", "H", "H", "H", "H", "C", "S", "H", "H"],
  "coordinates": [[1.901, 1.918, 0.021], [1.179, 1.080, -0.864], [-0.379, 1.064, -0.731], [-0.684, 1.519, 0.707], [-0.637, -0.513, -1.048], [-1.804, -0.844, -1.641], [-2.124, -2.296, -1.338], [-2.379, 0.072, -2.219], [1.235, 2.027, 0.974], [2.217, 2.872, -0.427], [2.827, 1.297, 0.350], [-0.751, 1.661, -2.063], [-1.638, 1.834, 0.863], [-2.389, -2.729, -2.327], [-1.231, -2.679, -0.844], [-2.870, -2.249, -0.582], [1.947, -1.018, 2.693], [2.218, -0.731, 4.255], [2.522, -1.559, 1.886], [0.839, -0.726, 2.335]]
}

[7]
{
  "formula": "C4H10NO4",
  "method": "ωB97M-V with the def2-TZVPD basis set",
  "smiles": "[NH3+][C@]1(O)OOCC[C@@H]1O",
  "total_energy_ev": -13979.71410,
  "relative_energy_kcal_mol": 93.6,
  "total_charge": 1,
  "multiplicity": 1,
  "homo_energy_ev": -13.90,
  "symbols": ["N", "C", "O", "O", "O", "C", "C", "C", "O", "H", "H", "H", "H", "H", "H", "H", "H", "H", "H"],
  "coordinates": [[1.369, 0.391, 1.768], [0.194, -0.140, 0.981], [-0.691, -0.586, 1.870], [0.890, -1.340, 0.131], [-0.183, -1.935, -0.520], [-0.520, -1.165, -1.609], [-1.218, 0.179, -1.101], [-0.221, 0.871, -0.141], [0.904, 1.393, -0.738], [2.074, 0.572, 0.986], [1.784, -0.268, 2.384], [1.113, 1.380, 2.104], [-1.139, -1.346, 1.647], [-1.209, -1.677, -2.235], [0.428, -0.933, -2.106], [-1.462, 0.702, -2.004], [-2.163, 0.052, -0.597], [-0.712, 1.637, 0.388], [0.763, 2.213, -1.209]]
}

Repeat the second record exactly.
{
  "formula": "C4H10NO2",
  "method": "ωB97M-V with the def2-TZVPD basis set",
  "smiles": "[NH3+]CCCC(=O)O",
  "total_energy_ev": -9887.60426,
  "relative_energy_kcal_mol": 45.7,
  "total_charge": 1,
  "multiplicity": 1,
  "homo_energy_ev": -15.20,
  "symbols": ["N", "C", "C", "C", "C", "O", "O", "H", "H", "H", "H", "H", "H", "H", "H", "H", "H"],
  "coordinates": [[1.634, -0.689, -0.434], [0.970, -0.617, 0.783], [0.246, 0.780, 0.988], [-1.057, 1.063, 0.286], [-1.415, 0.050, -0.842], [-0.433, -0.210, -1.664], [-2.590, -0.476, -0.973], [2.013, -1.641, -0.665], [2.300, 0.145, -0.475], [0.899, -0.373, -1.247], [0.176, -1.498, 0.752], [1.672, -0.950, 1.591], [-0.124, 0.601, 2.064], [1.196, 1.478, 0.977], [-1.899, 0.996, 0.942], [-0.808, 2.046, -0.163], [-2.780, -0.705, -1.922]]
}

Copy entry 1 word for word.
{
  "formula": "C4H10NO2",
  "method": "ωB97M-V with the def2-TZVPD basis set",
  "total_energy_ev": -9889.52077,
  "s2": 0.755,
  "relative_energy_kcal_mol": 97.3,
  "multiplicity": 2,
  "homo_energy_ev": [-8.50, -8.50],
  "symbols": ["C", "C", "C", "O", "N", "C", "O", "H", "H", "H", "H", "H", "H", "H", "H", "H", "H"],
  "coordinates": [[-0.010, -0.331, -0.216], [1.170, -0.629, 0.553], [2.385, 0.030, -0.337], [3.058, -0.797, -1.157], [-1.328, -0.451, 0.397], [-2.392, 1.041, -0.051], [-3.618, 0.757, 0.151], [0.125, 0.750, -0.745], [0.070, -0.898, -1.155], [1.051, 0.125, 1.384], [1.437, -1.751, 0.734], [2.171, 0.918, -0.847], [3.038, 0.191, 0.559], [-1.314, -0.889, 1.231], [-2.004, -1.094, 0.086], [-1.778, 1.823, 0.541], [-2.062, 1.205, -1.129]]
}